This record from OMol25 describes the ion C3H9N2O with charge +1 in a non-equilibrium geometry. The level of theory is ωB97M-V with the def2-TZVPD basis set.

Atoms and positions in Å:
H -1.1352 -1.8681 0.6355
O -1.4511 1.3645 -0.0997
N -0.9286 0.1730 0.0754
H -1.1461 -1.5493 -1.0452
H 0.7338 2.1941 0.3553
H 2.2437 -1.2051 -0.1451
N 1.1958 -1.0930 0.0865
C 0.6425 0.0972 0.1084
H 2.3240 1.3900 0.2115
H -2.5822 -1.0820 -0.0368
H 0.7625 -2.0239 0.3145
H 1.3521 1.6582 -1.0818
H -1.9712 1.7791 0.6747
C -1.5641 -1.0944 -0.0618
C 1.2764 1.3728 0.0006

total charge = +1
energy relative to the best compared isomer or geometry (same formula, charge and spin) = 407.2 kJ/mol
SMILES = CC(=[NH2+])N(C)O
F_max = 7.9 eV/A
HOMO-LUMO gap = 9.67 eV